Record 1
This record from the Open Molecules 2025 dataset describes an isolated ion of composition C6H13N2O2 and charge +1 in a non-equilibrium geometry. The level of theory is ωB97M-V/def2-TZVPD.

Geometry as XYZ:
```
23
Properties=species:S:1:pos:R:3:forces:R:3:nbo_charge:R:1
C -0.239 -0.041 1.208 0.8 -1.6 -2.3 -0.590
C -1.008 -0.748 0.084 -0.6 -0.9 -1.2 -0.035
C 0.489 1.058 0.692 2.5 2.6 -2.1 0.668
C -1.897 -1.887 0.576 1.5 -1.6 -2.3 -0.607
C 1.916 1.233 0.880 3.0 0.9 1.7 -0.820
C -0.085 2.079 -0.221 -0.5 0.6 -0.3 -0.777
N -0.224 -1.143 -1.201 -1.5 0.0 0.8 0.297
N 0.967 -0.775 -1.185 1.2 -0.1 -0.5 -0.002
O -0.900 -1.666 -2.104 0.8 0.3 0.2 -0.443
O 1.723 -1.027 -2.319 -0.9 0.3 0.3 -0.511
H -1.008 0.301 1.795 -2.0 1.0 1.8 0.304
H 0.377 -0.719 1.726 0.8 -0.8 0.8 0.263
H -1.743 -0.124 -0.321 -0.6 1.8 -0.8 0.230
H -2.912 -1.899 0.140 0.7 0.1 0.0 0.256
H -1.949 -1.725 1.595 -0.4 -0.4 2.2 0.215
H -1.335 -2.827 0.295 -1.0 0.6 0.8 0.248
H 2.316 1.208 1.927 -1.1 -0.8 -0.1 0.315
H 2.426 2.204 0.668 -1.3 -0.5 -0.9 0.272
H 2.563 0.461 0.420 -0.7 -0.1 0.0 0.346
H 0.397 3.078 -0.331 0.4 -1.0 0.7 0.290
H -1.109 2.308 0.085 -0.3 -0.4 -0.8 0.261
H 0.066 1.682 -1.277 -0.7 0.1 1.1 0.328
H 1.169 -1.030 -3.135 -0.2 -0.3 0.6 0.495
```
Forces are in eV/Å.

Calculated values
Energy above the lowest of the compared OMol25 structures with the same formula, charge and spin = 714.9 kJ/mol
Frontier orbital gap = 0.270 hartree
E_tot = -495.93351 a.u.
Net charge = +1
LUMO level = -6.32 eV

---

Record 2
This record from the Open Molecules 2025 dataset describes C18H28NO5P2Ti as an isolated structure in a non-equilibrium geometry. The level of theory is ωB97M-V/def2-TZVPD.

Geometry as XYZ:
```
55
Properties=species:S:1:pos:R:3:forces:R:3:nbo_charge:R:1
Ti 0.006 0.020 0.293 0.0 -0.1 -0.5 1.077
P 0.398 2.366 -0.281 -0.1 0.4 0.2 0.867
C 1.271 2.199 -1.871 -0.1 0.2 -0.1 -0.761
C 2.037 0.901 -1.896 0.4 -0.1 -0.2 0.263
N 1.699 -0.127 -1.073 0.2 -0.2 -0.8 -0.571
C 2.338 -1.317 -1.228 0.2 0.0 -0.5 0.251
C 3.369 -1.473 -2.143 0.0 -0.1 0.0 -0.240
C 3.764 -0.402 -2.932 0.1 0.1 0.1 -0.108
C 3.076 0.797 -2.808 0.1 0.0 -0.1 -0.239
C 1.865 -2.540 -0.484 0.1 -0.3 0.1 -0.749
P 0.096 -2.396 -0.015 0.1 -0.2 0.3 0.851
H 3.302 1.674 -3.416 0.1 -0.4 0.1 0.238
H 3.818 -2.462 -2.236 0.0 0.4 0.0 0.237
H 4.588 -0.496 -3.635 -0.2 0.0 0.1 0.241
H 1.946 -3.425 -1.137 0.3 0.3 0.2 0.252
H 2.480 -2.735 0.414 -0.3 0.2 -0.3 0.269
H 0.529 2.237 -2.701 0.4 -0.1 0.5 0.274
H 1.962 3.050 -1.998 -0.2 -0.3 -0.2 0.253
H -3.337 -0.335 -3.615 0.5 0.6 -0.5 0.478
O -2.759 0.241 -4.166 -0.7 -0.9 0.0 -0.954
H -2.988 -0.022 -5.078 0.2 0.2 0.6 0.478
H -4.069 -2.725 -0.755 -0.5 -0.1 -0.7 0.465
O -4.483 -2.866 -1.631 0.1 -0.2 0.9 -0.946
H -5.251 -3.438 -1.443 0.5 0.4 -0.2 0.483
C -0.731 -3.232 -1.398 -0.1 -0.1 -0.1 -0.934
H -0.333 -4.249 -1.503 -0.2 0.2 -0.1 0.241
H -1.812 -3.260 -1.222 0.2 -0.1 -0.1 0.255
H -0.566 -2.676 -2.329 0.0 -0.1 0.2 0.252
C -0.059 -3.520 1.389 -0.1 -0.4 0.0 -0.930
H -1.116 -3.536 1.680 0.2 -0.1 0.0 0.252
H 0.276 -4.526 1.107 -0.1 0.1 0.2 0.240
H 0.532 -3.144 2.234 -0.2 -0.1 -0.2 0.258
C 1.665 3.105 0.793 0.0 0.3 0.0 -0.929
H 2.019 4.046 0.353 0.0 -0.1 0.2 0.238
H 1.212 3.284 1.775 0.2 0.1 -0.2 0.257
H 2.511 2.422 0.933 -0.2 0.1 -0.1 0.249
C -0.808 3.672 -0.577 -0.1 0.3 0.0 -0.935
H -1.355 3.825 0.361 0.0 0.1 -0.2 0.256
H -0.309 4.601 -0.882 -0.3 -0.1 0.1 0.242
H -1.518 3.352 -1.349 0.2 0.1 0.2 0.257
O -3.967 0.261 2.598 0.9 0.3 0.2 -0.675
C -3.237 0.656 3.668 0.1 0.2 0.3 0.458
C -3.910 0.987 4.855 0.4 0.1 0.3 -0.305
C -3.169 1.374 5.978 -0.1 -0.1 -0.4 -0.134
C -1.772 1.437 5.942 0.5 0.0 -0.2 -0.261
C -1.087 1.118 4.775 -0.6 0.1 0.4 -0.114
C -1.805 0.743 3.637 -1.1 -0.2 0.3 -0.319
C -1.109 0.408 2.431 1.2 -0.5 -2.0 0.762
O 0.167 0.207 2.320 -1.1 0.5 1.1 -0.731
O -1.749 0.301 1.291 -0.6 0.2 1.3 -0.787
H -3.309 0.222 1.855 -0.6 -0.1 0.1 0.504
H -4.999 0.949 4.892 0.4 0.0 -0.1 0.238
H -3.675 1.636 6.910 0.0 -0.1 -0.4 0.228
H -1.209 1.738 6.823 -0.2 -0.1 -0.2 0.226
H -0.006 1.150 4.699 -0.1 0.0 0.1 0.233
```
Forces are in eV/Å.

Calculated values
Energy above the lowest of the compared OMol25 structures with the same formula, charge and spin = 0.0 kJ/mol
2S+1 = 3
⟨S²⟩ = 2.005
Frontier orbital gap (alpha / beta) = 0.238 / 0.290 hartree
E_tot = -2665.72994 a.u.
Net charge = +1
LUMO level (alpha / beta) = -2.96 / -2.97 eV

---

Record 3
This record from the Open Molecules 2025 dataset describes C4H16BrClO4V as an isolated structure. The level of theory is ωB97M-V/def2-TZVPD.

Geometry as XYZ:
```
27
Properties=species:S:1:pos:R:3:forces:R:3:nbo_charge:R:1
V -0.244 0.098 -0.014 0.0 0.6 0.1 1.019
Cl -2.699 0.294 -0.314 0.4 -0.2 0.2 -0.702
Br 2.366 -0.056 0.418 -0.4 0.0 -0.2 -0.681
C 0.793 2.227 -2.384 0.3 0.1 -0.2 -0.230
O 0.047 1.983 -1.201 0.0 -0.2 0.1 -0.719
H 0.942 1.275 -2.887 0.0 0.0 0.1 0.175
H 0.251 2.889 -3.064 0.0 0.0 0.1 0.181
H 1.783 2.639 -2.172 -0.1 0.0 0.1 0.190
H -0.059 2.799 -0.704 -0.1 0.0 0.1 0.492
C 0.144 -2.560 1.803 -0.2 0.2 0.1 -0.259
O -0.786 -1.492 1.477 0.6 -0.3 -0.2 -0.740
H -0.062 -2.954 2.800 -0.1 0.0 -0.1 0.179
H 0.089 -3.366 1.072 0.0 0.0 -0.1 0.173
H 1.137 -2.124 1.787 0.0 0.1 -0.1 0.234
H -1.666 -1.859 1.338 -0.1 0.2 -0.1 0.501
C -0.743 -2.368 -1.916 0.1 0.2 0.1 -0.237
O -0.126 -1.069 -1.867 -0.2 -0.4 0.2 -0.726
H 0.013 -3.152 -1.948 0.0 0.0 -0.1 0.181
H -1.322 -2.460 -1.004 -0.1 0.0 0.0 0.196
H -1.424 -2.443 -2.759 0.0 0.0 -0.1 0.192
H 0.272 -0.859 -2.714 0.1 0.0 0.1 0.494
C 0.523 2.311 2.437 0.0 -0.1 0.1 -0.249
O -0.406 1.498 1.710 -0.1 -0.1 -0.1 -0.734
H 0.078 3.278 2.685 0.0 -0.1 -0.1 0.173
H 0.845 1.820 3.357 0.0 -0.1 -0.1 0.185
H 1.389 2.438 1.797 0.1 0.0 0.0 0.213
H -1.136 1.212 2.269 -0.1 0.1 0.0 0.500
```
Forces are in eV/Å.

Calculated values
2S+1 = 4
⟨S²⟩ = 3.755
Frontier orbital gap (alpha / beta) = 0.289 / 0.333 hartree
E_tot = -4441.24695 a.u.
LUMO level (alpha / beta) = 0.45 / 0.44 eV

---

Record 4
This record from the Open Molecules 2025 dataset describes a 2-piece molecular cluster, C8H10N4 overall in a non-equilibrium geometry. The level of theory is ωB97M-V/def2-TZVPD.

Geometry as XYZ:
```
22
Properties=species:S:1:pos:R:3:forces:R:3:nbo_charge:R:1
C 1.335 -0.698 2.799 -2.1 0.4 -0.6 -0.233
C 2.672 -0.732 2.038 4.0 2.9 1.5 -0.287
C 1.331 -0.243 0.390 -3.7 2.3 -0.7 0.564
C -0.306 0.669 -1.206 -4.7 0.8 -1.3 0.389
C -1.220 -0.507 -1.024 1.0 0.1 0.4 -0.340
C -2.489 -0.321 -1.354 -2.8 -4.7 -4.4 -0.100
C -2.971 0.820 -2.149 -2.5 -2.9 0.2 -0.379
C -2.044 1.640 -2.414 7.7 8.6 -1.0 0.026
H 0.896 -1.767 3.252 1.4 2.9 -1.1 0.206
H 1.259 0.222 3.690 0.1 -2.8 -2.8 0.213
H 3.344 -1.547 2.310 -0.5 -0.6 -0.7 0.220
H 3.460 0.157 2.515 -2.4 -2.0 -1.4 0.189
H 1.761 0.711 -1.347 -1.8 0.1 1.0 0.436
H -0.995 -1.629 -0.841 0.7 2.6 0.1 0.251
H -2.783 -1.672 -1.850 -0.5 4.2 1.9 0.185
H -3.776 1.101 -2.872 -0.4 -1.6 1.5 0.263
H -2.080 2.616 -3.110 -0.8 -2.5 1.3 0.204
H -0.672 -0.366 1.743 4.8 0.3 -2.1 0.443
N 2.544 -0.394 0.552 2.6 -1.7 2.6 -0.493
N 0.894 0.464 -0.787 6.6 -1.1 1.3 -0.601
N -0.664 1.829 -1.832 -2.3 -4.7 0.1 -0.460
N 0.504 -0.352 1.496 -4.4 -0.6 4.2 -0.697
```
Forces are in eV/Å.

Calculated values
Energy above the lowest of the compared OMol25 structures with the same formula, charge and spin = 713.8 kJ/mol
Frontier orbital gap = 0.328 hartree
E_tot = -529.59999 a.u.
LUMO level = 0.43 eV

---

Question: What is the E_tot in the fourth record?
Answer: -529.59999 a.u.